Record 1
Formula: C3H4S2
Source: OMol25
Level of theory: ωB97M-V/def2-TZVPD

## Properties
LUMO level in eV: -0.14

Cartesian coordinates (Å):
1 H 2.35 0.65 1.20
2 S 0.97 -1.01 -0.05
3 S -2.08 -0.03 0.04
4 H 2.57 0.69 -0.71
5 C 1.91 0.54 0.17
6 H 0.32 1.98 0.64
7 C 0.55 1.23 -0.13
8 H 0.63 1.74 -1.07
9 C -0.48 0.15 -0.03


Record 2
Formula: C3H4S2
Source: OMol25
Level of theory: ωB97M-V/def2-TZVPD

## Properties
LUMO level in eV: -0.56
Structure (SMILES): S=C[C@H]1CS1

Cartesian coordinates (Å):
1 S 2.71 -0.24 -0.04
2 H 0.36 0.60 -1.49
3 C -1.20 -0.55 -0.03
4 H 1.16 0.50 1.48
5 C 0.00 0.29 -0.48
6 S -1.38 1.22 0.06
7 H -1.90 -0.92 -0.74
8 H -0.93 -1.13 0.83
9 C 1.18 0.23 0.41


Record 3
Formula: C3H4S4
Source: OMol25
Level of theory: ωB97M-V/def2-TZVPD

## Properties
LUMO level in eV: -0.60
Structure (SMILES): S=C1C[C@H](S)SS1

Cartesian coordinates (Å):
1 C 2.33 -0.27 -0.07
2 H -0.82 0.74 0.65
3 S 2.76 1.44 0.13
4 S -0.19 0.51 -1.78
5 H 0.54 -1.48 0.24
6 C 1.02 -0.54 0.50
7 S 0.89 2.17 0.62
8 H 1.12 -0.52 1.67
9 H -1.13 1.61 -2.05
10 S 3.36 -1.36 -0.76
11 C 0.07 0.72 0.05


Record 4
Formula: C3H5AgLiO3
Source: OMol25
Level of theory: ωB97M-V/def2-TZVPD

## Properties
Total charge: +1
LUMO level (alpha / beta) in eV: -4.74 / -6.72
2S+1: 3
⟨S²⟩: 2.007

Cartesian coordinates (Å):
1 O -2.58 0.02 0.13
2 C 1.90 -0.44 -0.40
3 H 1.10 1.10 0.87
4 O -1.09 -0.22 1.75
5 Li -3.11 -0.25 2.05
6 C 1.19 0.79 -0.17
7 Ag -2.31 0.03 -1.92
8 H 2.42 -0.47 -1.36
9 H 0.59 -1.09 -0.51
10 O -0.49 -0.08 -0.45
11 H 2.51 -0.78 0.44
12 C -1.38 -0.14 0.56
13 H 1.26 1.53 -0.98


Record 5
Formula: C3H5AgLiO4
Source: OMol25
Level of theory: ωB97M-V/def2-TZVPD

## Properties
LUMO level (alpha / beta) in eV: -0.87 / -0.96
2S+1: 2
⟨S²⟩: 0.755

Cartesian coordinates (Å):
1 O -2.52 -2.04 0.26
2 H -1.35 1.55 -0.67
3 H 2.16 1.72 -0.67
4 H 0.84 1.79 -1.77
5 O 1.42 3.65 -0.58
6 O -1.31 -0.28 0.28
7 C -2.55 -0.70 0.13
8 O -3.55 -0.05 -0.03
9 C -0.95 1.18 0.29
10 H -3.41 -2.40 0.32
11 C 1.37 2.40 -1.02
12 Ag 1.45 0.76 1.41
13 Li -0.36 -2.03 0.57
14 H -1.66 1.64 0.99


Record 6
Formula: C3H5BN2O2
Source: OMol25
Level of theory: ωB97M-V/def2-TZVPD

## Properties
LUMO level in eV: 0.16
Structure (SMILES): O=C1N=CCB(O)N1

Cartesian coordinates (Å):
1 O 1.90 0.48 -2.24
2 C -0.57 -0.87 0.89
3 H 0.31 2.16 -1.13
4 H 1.23 -2.19 0.82
5 H -0.47 -1.01 2.04
6 B -0.69 0.72 0.29
7 C 0.72 -1.36 0.31
8 N 0.38 1.21 -0.70
9 O -1.75 1.54 0.22
10 N 1.55 -0.85 -0.47
11 H -2.50 1.26 0.67
12 H -1.43 -1.35 0.50
13 C 1.33 0.27 -1.20


Record 7
Formula: C3H5BS2
Source: OMol25
Level of theory: ωB97M-V/def2-TZVPD

## Properties
LUMO level in eV: -0.54

Cartesian coordinates (Å):
1 H -2.77 -0.71 -0.36
2 C 2.25 -0.62 0.01
3 H 2.83 1.33 -0.43
4 H -2.31 0.18 1.14
5 C -2.21 0.07 0.00
6 S 0.10 -1.75 0.13
7 H 2.90 -1.38 0.41
8 C 2.01 0.61 -0.08
9 B -0.61 -0.19 -0.08
10 S 0.42 1.36 -0.18
11 H -2.61 1.10 -0.58


Record 8
Formula: C3H5BaLiO3
Source: OMol25
Level of theory: ωB97M-V/def2-TZVPD

## Properties
Total charge: +1
LUMO level (alpha / beta) in eV: -3.49 / -4.00
2S+1: 2
⟨S²⟩: 0.750

Cartesian coordinates (Å):
1 Li 2.04 0.27 -1.63
2 O 0.41 0.69 -0.71
3 H -2.18 -0.82 0.18
4 H -1.99 2.11 -2.18
5 H -1.05 0.57 -2.68
6 H 0.68 2.25 -2.06
7 Ba 1.64 -0.69 0.93
8 O -0.48 -1.44 -0.02
9 C -1.29 1.31 -1.91
10 H -0.20 2.65 -0.52
11 O -1.83 0.65 -0.76
12 C -1.21 -0.41 -0.20
13 C -0.02 1.89 -1.29


Record 9
Formula: C3H5BiLiO4
Source: OMol25
Level of theory: ωB97M-V/def2-TZVPD

## Properties
Total charge: +4
LUMO level (alpha / beta) in eV: -20.64 / -20.64
2S+1: 2
⟨S²⟩: 0.755

Cartesian coordinates (Å):
1 C -1.85 0.26 -0.05
2 C 1.71 -0.13 -0.11
3 H -0.38 1.54 -0.08
4 Bi 4.10 0.29 -0.09
5 H -2.64 0.97 -0.42
6 H -2.35 -0.65 -0.52
7 O 2.17 0.97 -0.48
8 H -0.48 0.57 -1.70
9 C -0.48 0.53 -0.60
10 O -1.94 0.07 1.34
11 H -2.85 -0.19 1.63
12 Li 2.05 -2.76 0.90
13 O 0.43 -0.43 -0.11
14 O 2.51 -1.04 0.29


Record 10
Formula: C3H5Br2NO
Source: OMol25
Level of theory: ωB97M-V/def2-TZVPD

## Properties
LUMO level (alpha / beta) in eV: 0.39 / -1.85
2S+1: 3
⟨S²⟩: 2.007

Cartesian coordinates (Å):
1 N -1.47 1.24 0.95
2 C -0.69 1.09 -0.07
3 H 1.74 -1.72 -1.23
4 O -0.40 1.56 -1.13
5 H 2.17 -0.34 -0.32
6 H 1.05 -0.34 -1.72
7 C 0.23 -0.87 0.13
8 H -2.00 2.19 0.87
9 H -1.25 1.04 1.89
10 Br -1.32 -2.01 -0.47
11 C 1.39 -0.82 -0.85
12 Br 0.56 -1.02 1.95


Record 11
Formula: C3H5Br3Si
Source: OMol25
Level of theory: ωB97M-V/def2-TZVPD

## Properties
LUMO level (alpha / beta) in eV: -2.13 / -0.43

Cartesian coordinates (Å):
1 H 1.38 2.01 -1.16
2 C -0.53 0.71 -0.93
3 H 1.27 0.92 0.31
4 H -0.84 1.56 0.99
5 C 0.69 1.36 -0.49
6 Si 0.11 -2.42 0.89
7 Br 1.02 -3.56 -0.85
8 C -0.71 1.86 0.01
9 Br -1.97 -3.14 1.01
10 H -1.05 2.80 -0.38
11 Br 1.50 -2.84 2.58
12 H -0.87 0.73 -1.98


Record 12
Formula: C3H5BrNO2P
Source: OMol25
Level of theory: ωB97M-V/def2-TZVPD

## Properties
LUMO level in eV: -0.41
Structure (SMILES): COC(=O)/C(Br)=N/P

Cartesian coordinates (Å):
1 H -1.75 2.20 -0.26
2 O -0.52 0.76 0.37
3 P 2.13 -1.21 -2.07
4 C -0.81 -0.46 0.75
5 N 0.96 -0.83 -1.02
6 C -1.54 1.78 0.62
7 H -2.43 1.40 0.98
8 H -1.06 2.49 1.34
9 H 2.27 0.19 -2.28
10 H 3.29 -1.19 -1.16
11 O -1.73 -0.88 1.42
12 C 0.37 -1.40 0.12
13 Br 0.81 -2.85 1.20